Here is a cluster of 4 separate species, C39H62O3 in total at a distorted geometry from the OMol25 dataset. Energies are from ωB97M-V with the def2-TZVPD basis set.

As for the frontier orbital gap: 8.44 eV. The calculation puts the maximum force at 1.1 eV Å⁻¹. As for the SMILES: Cc1cccc(CC2=CC(=O)c3c(CCCO)cccc3C2=O)c1.CCCCCC.CCCCCC.CCCCCC. For the energy relative to the best compared isomer or geometry (same formula, charge and spin), the calculation gives 0.0000 eV. The LUMO energy is -0.70 eV.

Each line ends with the Mulliken charge.
Atoms and positions in Å:
C -6.4979 1.7921 3.4806  -1.49
C -5.4132 0.9720 2.8426  0.88
C -5.5127 0.5604 1.5284  -0.96
C -4.4799 -0.1657 0.9515  -0.31
C -3.3270 -0.5067 1.6885  -0.29
C -3.2365 -0.0839 3.0260  0.37
C -2.0247 -0.3236 3.9153  -1.92
C -1.1506 0.8923 3.7946  0.73
C -1.0956 1.8522 4.7168  -0.61
C -0.2408 3.0314 4.4833  0.01
O 0.3492 3.5779 5.3771  -0.57
C -0.1320 3.4524 3.0539  0.77
C -0.0077 4.7868 2.6476  0.60
C -0.0094 5.9253 3.6370  -1.30
C -1.4387 6.1930 4.1326  -0.47
C -1.5148 6.7974 5.5498  -0.56
O -0.2333 7.1071 6.0839  -0.53
C 0.0719 5.0461 1.2798  -0.89
C 0.0413 4.0351 0.3279  -1.07
C -0.0746 2.7156 0.7320  -0.86
C -0.1674 2.4443 2.0904  0.87
C -0.3416 1.0498 2.5506  0.21
O 0.1324 0.1071 1.9661  -0.65
C -4.2877 0.6493 3.5775  -0.53
H -6.2192 2.8458 3.4728  0.29
H -7.4374 1.7115 2.9453  0.38
H -6.6247 1.5223 4.5235  0.39
H -6.3743 0.8090 0.9281  0.39
H -4.5374 -0.4759 -0.0828  0.30
H -2.5180 -1.0559 1.2306  0.56
H -1.4795 -1.2085 3.6040  0.41
H -2.3267 -0.4212 4.9537  0.56
H -1.6468 1.7671 5.6411  0.46
H 0.3266 6.8032 3.0939  0.52
H 0.6655 5.7059 4.4482  0.49
H -2.0313 5.2818 4.1213  0.30
H -1.9112 6.8911 3.4484  0.50
H -2.1143 7.7064 5.5237  0.37
H -2.0241 6.1212 6.2326  0.22
H -0.2070 8.0309 6.3331  0.30
H 0.1667 6.0759 0.9666  0.40
H 0.0939 4.2529 -0.7276  0.46
H -0.1145 1.8848 0.0456  0.88
H -4.2347 1.0000 4.5980  0.32
C -3.5386 -4.0516 -4.9152  -1.41
C -2.1271 -3.8413 -4.3736  -0.34
C -2.0503 -3.8782 -2.8463  -0.28
C -2.8534 -2.7892 -2.1490  -0.62
C -2.4879 -1.3592 -2.5452  -0.49
C -1.0474 -0.9808 -2.2103  -0.86
H -4.2204 -3.2667 -4.5841  0.29
H -3.5384 -4.0459 -6.0061  0.41
H -3.9414 -5.0119 -4.5866  0.32
H -1.7270 -2.8956 -4.7497  0.30
H -1.4780 -4.6243 -4.7704  0.40
H -1.0033 -3.8138 -2.5384  -0.23
H -2.4053 -4.8524 -2.4953  0.48
H -2.7193 -2.8994 -1.0675  0.26
H -3.9196 -2.9475 -2.3361  0.38
H -3.1626 -0.6805 -2.0155  0.26
H -2.6691 -1.1995 -3.6115  0.41
H -0.8512 -1.0899 -1.1406  0.18
H -0.8503 0.0586 -2.4808  0.45
H -0.3312 -1.5991 -2.7514  0.13
C 3.2112 1.3566 1.2222  -0.75
C 3.8748 0.3445 0.2891  0.44
C 5.1557 0.8825 -0.3460  -1.07
C 4.9523 2.1002 -1.2483  -0.78
C 3.9633 1.8835 -2.3937  -0.03
C 4.3929 0.7910 -3.3696  -1.07
H 2.9139 2.2638 0.6923  0.23
H 2.3101 0.9571 1.6884  -0.15
H 3.9082 1.6329 2.0175  0.35
H 3.1845 0.0281 -0.4957  -0.33
H 4.1190 -0.5570 0.8584  0.52
H 5.6315 0.0804 -0.9183  0.33
H 5.8642 1.1480 0.4450  0.40
H 5.9223 2.3907 -1.6646  0.43
H 4.6172 2.9503 -0.6478  0.30
H 3.8585 2.8244 -2.9408  0.39
H 2.9721 1.6485 -1.9955  0.00
H 5.3635 1.0245 -3.8119  0.35
H 3.6703 0.6937 -4.1818  0.39
H 4.4663 -0.1816 -2.8797  0.05
C 2.9204 -7.2055 -2.8823  -1.38
C 1.8481 -6.1275 -2.7535  -0.29
C 2.0415 -4.9586 -3.7178  -0.13
C 3.3292 -4.1722 -3.5277  -0.95
C 3.5213 -3.5873 -2.1341  -0.61
C 2.4446 -2.5782 -1.7209  -0.63
H 3.9136 -6.8175 -2.6517  0.29
H 2.7237 -8.0300 -2.1954  0.40
H 2.9418 -7.6130 -3.8952  0.32
H 1.8148 -5.7648 -1.7225  0.29
H 0.8707 -6.5771 -2.9490  0.41
H 1.1894 -4.2824 -3.6278  -0.26
H 2.0169 -5.3390 -4.7445  0.47
H 3.3478 -3.3578 -4.2594  0.38
H 4.1867 -4.8080 -3.7664  0.35
H 4.4939 -3.0874 -2.1100  0.33
H 3.5686 -4.3898 -1.3931  0.33
H 2.4090 -1.7408 -2.4221  0.19
H 2.6757 -2.1841 -0.7316  0.22
H 1.4517 -3.0284 -1.6746  0.28

=====

Here is a structure of composition C3H4LiNiO3 at a distorted geometry from the OMol25 dataset. Energies are from ωB97M-V with the def2-TZVPD basis set.

As for the frontier orbital gap (alpha / beta): 8.19 / 8.11 eV. The calculation puts the maximum force at 4.6 eV Å⁻¹. Its expectation value of S² is 2.01. As for the spin multiplicity: 3. For the energy relative to the best compared isomer or geometry (same formula, charge and spin), the calculation gives 1.1205 eV. Its charge is +1. The LUMO energy (alpha / beta) is -4.92 / -5.88 eV.

Each line ends with the Mulliken charge.
Atoms and positions in Å:
O -0.5294 -0.7345 0.7815  -0.27
C -1.4657 0.0693 0.3080  1.12
C 0.8810 -0.4702 0.6563  -0.32
O -2.6538 -0.2090 0.5091  -0.76
O -1.1510 1.1346 -0.3509  -0.82
C 1.4459 -0.5309 -0.6985  -0.74
H 1.3807 -0.9772 1.4881  0.35
H 1.0908 0.7650 1.0200  0.24
H 1.1111 -1.3872 -1.2995  0.34
H 2.5395 -0.4211 -0.6497  0.41
Ni 0.5111 1.3799 -1.2307  0.57
Li -3.1603 1.3812 -0.5337  0.89

=====

Here is a structure of composition C7H5ClF4N2 at a distorted geometry from the OMol25 dataset. Energies are from ωB97M-V with the def2-TZVPD basis set.

As for the frontier orbital gap: 9.62 eV. The calculation puts the maximum force at 4.7 eV Å⁻¹. For the energy relative to the best compared isomer or geometry (same formula, charge and spin), the calculation gives 0.0000 eV. The LUMO energy is 0.12 eV.

Each line ends with the Mulliken charge.
Atoms and positions in Å:
C 1.2606 0.5947 0.0229  -0.39
C 0.4798 1.2415 1.0373  -0.69
C 0.7139 -0.3401 -0.8137  -0.81
C -0.8419 0.9459 1.1366  -0.47
C -0.6805 -0.5811 -0.7762  0.04
C -1.4443 0.0235 0.1708  0.17
C -2.9616 -0.0415 0.3043  0.77
N -3.4299 -1.1240 1.0635  0.16
N -3.5910 -0.2717 -1.5448  -0.05
F -3.2627 -2.3516 0.5688  -0.15
F -4.8000 -1.0768 1.1434  -0.19
F -4.9620 -0.0826 -1.3619  -0.18
F -3.2222 0.8578 -2.1194  -0.12
Cl -3.6953 1.5125 0.6449  -0.10
H 2.2704 0.8694 -0.1476  0.40
H 0.9636 1.9870 1.5995  0.44
H 1.2293 -0.8389 -1.5533  0.45
H -1.3437 1.5510 1.9043  0.31
H -1.2111 -1.3067 -1.4092  0.40

=====

Here is a structure of composition C5H8ClN3O6Pd from the OMol25 dataset. Energies are from ωB97M-V with the def2-TZVPD basis set.

As for the frontier orbital gap (alpha / beta): 8.91 / 7.41 eV. The calculation puts the maximum force at 0.2 eV Å⁻¹. Its expectation value of S² is 2.02. As for the spin multiplicity: 3. For the energy relative to the best compared isomer or geometry (same formula, charge and spin), the calculation gives 0.0000 eV. The LUMO energy (alpha / beta) is 0.01 / -1.56 eV.

Each line ends with the Mulliken charge.
Atoms and positions in Å:
Pd 0.4281 1.1187 -1.2955  0.10
C -0.1370 -1.5260 2.2643  -1.42
C -0.2582 -0.7824 0.9739  0.64
N 0.4558 0.2439 0.7101  0.08
O 1.3577 0.5974 1.6799  -0.49
C -1.1896 -1.2309 -0.0734  0.54
C -2.2575 -2.2529 0.1731  -1.56
N -1.0301 -0.7229 -1.2518  0.39
O -1.6555 -0.9360 -2.2851  -0.60
H 0.9126 -1.5966 2.5435  0.43
H -0.5654 -2.5214 2.1880  0.36
H -0.6472 -0.9845 3.0635  0.31
H 2.0333 1.1165 1.1995  0.47
H -2.6799 -2.1425 1.1709  0.38
H -1.8648 -3.2681 0.0805  0.33
H -3.0497 -2.1332 -0.5632  0.43
N -1.9733 3.1546 -1.1414  -0.13
C -1.0931 2.4078 -1.1963  0.10
H -2.7011 3.8350 -1.0908  0.33
O 2.4289 2.4960 -2.1875  -0.66
Cl 3.2188 1.5467 -1.4346  2.01
O 3.3013 1.9606 -0.0549  -0.70
O 4.4996 1.3582 -1.9992  -0.61
O 2.4662 0.2618 -1.4735  -0.73